159
Properties=species:S:1:pos:R:3:forces:R:3 method="wB97M-V/def2-TZVPD" charge=-1 lumo_ev=1.9264 total_energy_ev=-109425.53486 homo_energy_ev=-4.3 homo_lumo_gap_ev=6.24
C 1.2028 -2.8670 4.0907 0.558 0.215 -0.869
P -0.5684 -2.4135 3.5710 -0.599 -0.052 0.796
C -0.9334 -0.5602 3.9394 0.673 -0.189 -0.836
Al -0.5050 -2.5077 1.2108 -0.053 0.534 -0.357
C -1.4096 -0.8465 0.3408 0.465 0.087 -1.466
C -1.3008 -1.1218 -1.2325 -0.705 0.872 0.958
N -1.1486 -0.1890 -2.1348 -0.147 -2.135 0.868
C 1.4269 -2.5975 0.5136 0.463 0.090 0.039
C 2.2715 -1.2775 0.7185 0.027 -1.451 0.035
O 3.6420 -1.7125 1.0174 -0.349 1.324 0.348
C 2.3128 -0.2986 -0.5311 0.095 0.965 -0.292
F 3.6123 0.2374 -0.7133 -2.026 -0.779 0.309
F 1.9695 -0.8676 -1.7416 0.487 1.131 2.106
F 1.4972 0.8239 -0.2836 1.294 -1.987 -0.715
H 1.4222 -2.7417 5.1905 -0.173 -0.067 -1.238
H 1.3470 -3.9627 3.7935 -0.257 1.413 0.510
H 1.9098 -2.2738 3.4183 -0.433 -0.735 1.286
H -1.8052 -0.2945 3.2506 1.013 -0.316 1.158
H -0.0439 0.0274 3.5543 -1.015 -0.197 0.802
H -1.1642 -0.3748 5.0295 0.275 -0.035 -1.323
H -1.3107 -3.8348 0.8074 0.003 -0.120 -0.194
H -0.8548 0.1174 0.5682 -0.811 -0.905 -0.343
H -2.4930 -0.7300 0.6632 1.154 -0.208 -0.537
H -1.3922 -2.2288 -1.5193 0.133 1.354 0.254
H -1.1066 -0.6893 -3.0434 0.073 0.459 0.353
H 1.9463 -3.4035 1.1386 -0.570 1.091 -0.853
H 1.3773 -2.9642 -0.5557 0.423 0.563 1.047
H 1.9169 -0.7236 1.6458 0.185 -0.312 -1.320
H 4.1227 -0.9546 1.4166 -0.377 -0.600 -0.292
N -0.3550 -1.8625 -6.5127 -0.079 0.027 -0.012
C -1.1060 -2.4923 -7.4695 -0.077 -0.101 -0.052
C -1.9896 -1.5757 -7.9827 0.064 -0.240 -0.019
C -1.7587 -0.3459 -7.3144 0.066 0.147 0.142
C -0.7432 -0.5527 -6.4157 0.001 0.135 0.132
H 0.3709 -2.2938 -5.9661 0.100 0.132 -0.253
H -0.9482 -3.5345 -7.6996 -0.034 0.076 0.019
H -2.7204 -1.7675 -8.7536 0.065 0.006 0.049
H -2.2786 0.5867 -7.4745 0.041 -0.060 0.014
H -0.2650 0.1160 -5.7163 -0.048 -0.031 -0.051
N 3.1485 1.4927 2.8638 0.092 0.087 0.176
C 2.1546 2.2624 3.4010 -0.112 0.018 -0.095
C 2.5680 2.6817 4.6412 -0.147 0.070 -0.120
C 3.8631 2.1476 4.8575 0.206 -0.185 -0.016
C 4.1967 1.4202 3.7427 0.021 -0.056 -0.018
H 3.1139 1.0501 1.9615 -0.064 0.205 0.005
H 1.2411 2.4448 2.8563 0.036 -0.058 0.067
H 2.0014 3.3057 5.3165 0.015 -0.053 -0.041
H 4.4823 2.2823 5.7315 -0.026 -0.038 -0.071
H 5.0860 0.8590 3.4995 -0.045 0.050 0.062
N -2.1812 4.3470 4.4563 0.007 -0.030 0.003
C -3.0102 3.5695 5.2202 -0.044 -0.001 0.063
C -2.2637 2.5427 5.7436 -0.200 0.139 0.048
C -0.9341 2.7098 5.2827 0.152 0.080 -0.091
C -0.9130 3.8327 4.4937 0.039 -0.162 -0.231
H -2.4600 5.1684 3.9479 0.052 -0.105 0.062
H -4.0563 3.8125 5.3238 0.069 -0.056 -0.011
H -2.6328 1.7591 6.3875 0.025 0.048 -0.067
H -0.0868 2.0796 5.5045 -0.085 0.020 -0.062
H -0.1074 4.3085 3.9556 -0.037 -0.045 0.049
N -4.7175 1.0553 -5.4504 -0.153 0.098 -0.138
C -5.4702 0.4273 -6.4073 0.039 -0.018 0.071
C -6.3546 1.3436 -6.9200 0.008 -0.269 -0.127
C -6.1230 2.5716 -6.2520 0.088 0.226 0.083
C -5.1053 2.3632 -5.3531 0.121 -0.018 0.123
H -3.9905 0.6218 -4.9039 -0.049 0.050 -0.069
H -5.3124 -0.6146 -6.6384 -0.014 0.083 0.005
H -7.0859 1.1521 -7.6907 0.045 0.008 0.065
H -6.6432 3.5050 -6.4115 0.001 -0.057 0.035
H -4.6264 3.0312 -4.6541 -0.046 -0.036 -0.055
N 5.2278 6.3626 5.8708 0.143 -0.027 -0.039
C 5.3557 5.3457 4.9631 -0.088 -0.003 -0.030
C 6.5857 5.4648 4.3655 -0.150 -0.133 0.006
C 7.2264 6.5926 4.9384 0.018 0.172 0.145
C 6.3656 7.1247 5.8661 0.017 0.090 0.028
H 4.4227 6.5243 6.4517 0.076 -0.030 -0.096
H 4.5624 4.6290 4.8205 0.087 0.047 -0.065
H 6.9813 4.8124 3.6019 -0.052 0.029 0.061
H 8.2083 6.9719 4.6988 -0.072 -0.018 0.028
H 6.4634 7.9774 6.5200 0.020 -0.055 -0.066
N -0.2130 -4.0526 -3.9992 0.056 -0.080 0.069
C -1.0459 -4.8326 -3.2421 -0.052 -0.075 0.006
C -0.3036 -5.8634 -2.7220 -0.242 0.047 -0.015
C 1.0279 -5.6976 -3.1786 0.151 0.100 -0.128
C 1.0548 -4.5705 -3.9617 0.064 0.010 -0.063
H -0.4889 -3.2276 -4.5025 -0.154 -0.106 0.194
H -2.0913 -4.5871 -3.1396 0.085 -0.029 0.042
H -0.6767 -6.6489 -2.0822 0.031 0.104 0.015
H 1.8729 -6.3317 -2.9569 -0.051 0.065 -0.004
H 1.8638 -4.0941 -4.4945 -0.001 -0.049 0.083
N -0.3926 7.6026 8.3941 0.023 -0.016 0.024
C -1.2242 6.7832 7.6759 0.053 -0.009 -0.052
C -0.4599 5.7915 7.1135 -0.338 0.046 0.017
C 0.8819 6.0170 7.5115 0.128 0.171 0.117
C 0.8923 7.1395 8.3030 0.088 0.034 -0.010
H -0.6812 8.4166 8.9085 0.046 -0.114 -0.056
H -2.2842 6.9775 7.6266 0.074 -0.051 -0.010
H -0.8248 4.9914 6.4867 0.069 0.114 0.211
H 1.7443 5.4226 7.2482 -0.070 0.004 0.034
H 1.7004 7.6472 8.8066 -0.048 -0.050 -0.038
N 5.7262 -2.8948 -0.3624 0.359 -0.040 -0.115
C 7.0748 -2.6810 -0.2997 -0.171 -0.084 0.008
C 7.6848 -3.5491 -1.1739 0.200 0.141 0.071
C 6.6621 -4.3109 -1.7903 -0.158 -0.099 -0.112
C 5.4641 -3.8817 -1.2705 0.012 0.098 0.133
H 5.0255 -2.3963 0.1816 -0.061 -0.280 -0.312
H 7.4848 -1.9321 0.3607 0.002 -0.060 -0.042
H 8.7477 -3.6256 -1.3504 -0.060 -0.008 0.016
H 6.7874 -5.0859 -2.5317 -0.014 0.053 0.049
H 4.4503 -4.1947 -1.4685 0.062 0.018 0.022
N -1.7828 -7.7598 2.3357 0.058 0.075 -0.292
C -1.6649 -8.7818 1.4324 -0.127 -0.020 -0.058
C -0.4315 -8.6805 0.8378 -0.157 -0.180 -0.003
C 0.2209 -7.5582 1.4082 0.061 0.104 0.217
C -0.6361 -7.0123 2.3309 0.026 0.139 0.059
H -2.5870 -7.5853 2.9141 0.103 0.043 -0.084
H -2.4666 -9.4895 1.2903 0.079 0.037 -0.005
H -0.0414 -9.3407 0.0778 -0.041 0.038 0.050
H 1.2079 -7.1914 1.1701 -0.092 0.016 0.010
H -0.5303 -6.1579 2.9819 -0.035 0.017 -0.129
N 9.9370 1.1354 -1.1190 -0.090 0.058 0.062
C 9.6664 2.4321 -0.7706 0.022 0.091 -0.018
C 8.3129 2.5417 -0.5683 0.197 0.142 0.027
C 7.7464 1.2622 -0.7977 0.000 -0.228 -0.011
C 8.7727 0.4146 -1.1328 0.015 -0.091 -0.049
H 10.8488 0.7692 -1.3309 -0.126 0.035 0.036
H 10.4574 3.1622 -0.6986 -0.083 -0.030 -0.001
H 7.7883 3.4417 -0.2856 0.044 -0.063 -0.016
H 6.7035 0.9919 -0.7251 0.074 -0.002 -0.037
H 8.7749 -0.6356 -1.3805 -0.083 0.079 -0.005
N -5.3461 5.4955 -8.2933 0.019 0.096 -0.081
C -6.4984 6.2339 -8.2951 -0.037 -0.049 0.059
C -6.1668 7.5357 -8.5802 -0.192 -0.078 0.033
C -4.7622 7.5826 -8.7626 0.210 -0.063 -0.024
C -4.2838 6.3083 -8.5822 0.013 -0.029 0.025
H -5.2891 4.5065 -8.1084 -0.005 0.090 0.020
H -7.4521 5.7710 -8.0926 0.049 0.041 -0.040
H -6.8580 8.3617 -8.6508 0.040 -0.069 0.004
H -4.1678 8.4518 -9.0001 -0.034 -0.072 0.019
H -3.2819 5.9115 -8.6330 -0.068 0.056 0.012
N -0.1734 -10.2770 5.4890 -0.205 0.019 0.104
C -1.0656 -9.4810 4.8242 0.136 -0.065 0.000
C -2.3087 -9.6958 5.3664 0.135 0.120 -0.163
C -2.1589 -10.6539 6.4012 0.088 -0.154 0.154
C -0.8299 -10.9920 6.4554 0.027 -0.086 0.037
H 0.8124 -10.3282 5.2977 -0.129 0.050 -0.005
H -0.7404 -8.8350 4.0265 0.032 -0.107 0.097
H -3.2245 -9.2163 5.0546 0.057 -0.029 0.034
H -2.9372 -11.0507 7.0355 0.068 0.025 -0.033
H -0.2964 -11.6779 7.0950 -0.075 0.039 -0.035
N -9.2878 3.8868 -5.1222 -0.132 0.029 -0.071
C -10.4025 3.1023 -5.2420 0.009 -0.011 0.062
C -11.2832 3.7422 -6.0788 -0.014 -0.201 0.093
C -10.6742 4.9560 -6.4837 0.149 0.150 -0.044
C -9.4426 5.0164 -5.8798 0.069 0.041 0.038
H -8.4791 3.6670 -4.5648 -0.065 -0.034 -0.118
H -10.4734 2.1599 -4.7219 -0.013 0.068 -0.053
H -12.2567 3.3769 -6.3684 0.077 0.014 0.024
H -11.0903 5.7019 -7.1438 0.044 -0.049 0.048
H -8.6656 5.7643 -5.9227 -0.080 -0.021 0.017